[1]
Entry from the Open Molecules 2025 dataset: a 12-piece molecular cluster, C6H36NO12 overall at a distorted geometry (ωB97M-V/def2-TZVPD).

```
55
Properties=species:S:1:pos:R:3:forces:R:3
O 4.225480 0.621140 -0.169857 0.2 0.2 -1.0
C 3.176860 0.195743 -0.612682 1.3 -0.4 2.4
C 2.210532 -0.225361 0.491274 -2.3 -0.7 -1.4
C 0.921589 0.642928 0.474919 1.3 1.5 1.1
C 1.398483 2.078428 0.857566 -2.3 0.3 -0.2
C -0.153078 0.119052 1.442550 0.4 -0.2 -1.2
C -1.465105 0.853153 1.129149 0.8 -0.3 1.3
N 2.867327 -0.251694 1.833297 -0.4 -0.4 -0.4
H 2.976018 0.071560 -1.672688 -0.4 0.1 -0.1
H 1.823272 -1.242219 0.394081 0.4 -0.1 -0.6
H 0.487559 0.880938 -0.499855 0.3 -1.2 -0.3
H 2.084054 2.489622 0.124714 0.7 -0.1 0.5
H 1.568787 2.214452 1.921609 0.9 0.0 0.1
H 0.527311 2.739318 0.743361 0.1 -0.1 0.0
H 0.231904 0.253072 2.457349 -0.4 0.5 0.2
H -0.255944 -0.969388 1.348776 -0.1 0.0 -0.2
H -2.078313 0.339982 0.405766 0.0 -0.3 0.0
H -1.199568 1.833226 0.761323 -0.4 0.1 -0.1
H -1.944884 0.997140 2.089910 -0.7 0.1 -0.3
H 2.826098 -1.283108 2.105876 0.2 0.3 0.0
H 3.809821 0.138762 1.752003 0.1 0.1 -0.1
H 2.312129 0.275357 2.501819 0.1 0.2 0.1
H -1.641241 4.098897 -2.746559 0.0 -0.2 -0.1
H -1.670786 2.612130 -2.288047 0.2 -0.1 -0.2
O -1.932251 3.506701 -2.046753 0.0 0.2 0.1
H 1.127913 -2.026479 4.628443 -0.4 0.4 0.3
H -0.156240 -1.337154 3.961815 0.1 0.1 0.4
O 0.443955 -2.086667 3.954355 0.0 -0.4 -0.2
H 1.352614 -2.729138 2.726787 0.4 -0.2 -0.6
H 2.040628 -3.422470 1.456170 -0.4 0.0 0.3
O 2.180867 -2.809954 2.190168 0.4 0.3 0.3
H 0.075377 -4.984358 1.213138 0.0 0.3 0.5
H 0.437266 -4.569242 -0.142054 0.2 0.4 -0.3
O 0.393287 -4.196229 0.748245 -0.3 -0.9 -0.5
H -0.788570 -1.561221 -3.328041 -0.2 0.0 -0.2
H -0.228694 -2.598296 -4.260998 0.1 -0.2 -0.3
O -1.039301 -2.359195 -3.810198 0.1 0.0 0.4
H -3.404583 -1.304209 -1.812413 0.6 0.0 -0.6
H -3.293158 -0.161976 -0.940754 0.3 0.7 -0.2
O -2.979058 -0.416860 -1.817807 -1.2 -1.0 0.9
H -1.989601 0.082373 -2.907258 0.2 0.6 -0.3
H -1.536729 1.040014 -4.121498 -0.2 -0.3 -0.1
O -1.224592 0.494586 -3.395213 -0.1 0.2 0.3
H -1.688270 3.444046 3.665763 -0.3 0.6 -0.4
H -1.852424 3.445853 2.011153 -0.2 0.3 1.0
O -1.496124 3.021740 2.829340 0.7 -0.6 0.2
H 1.375385 0.947520 -3.857208 0.7 0.2 0.1
H 0.469496 0.317180 -2.936854 0.5 0.3 0.5
O 1.407053 0.632854 -2.943072 -1.0 -0.3 -0.6
H -1.878973 4.137724 -0.128310 -0.5 -0.3 -0.8
H -3.304788 3.541135 0.300158 0.2 0.1 -0.6
O -2.470576 3.912275 0.590454 0.0 0.4 1.1
H -3.906886 -3.702898 -0.842461 0.0 0.0 0.0
H -2.476086 -3.135885 -0.702087 0.0 -0.1 0.0
O -3.365268 -2.924062 -1.000772 -0.1 -0.1 0.1
```
Forces are in eV/Å.

## Properties
Total charge: +1
HOMO level in Eh: -0.4720
Total energy in eV: -32860.39654
Spin multiplicity: 1
Energy above the lowest of the compared OMol25 structures with the same formula, charge and spin in kJ/mol: 40.8
Orbital gap in eV: 10.31



[2]
Entry from the Open Molecules 2025 dataset: a 2-piece molecular cluster, C5H9BrO2 overall at a distorted geometry (ωB97M-V/def2-TZVPD).

```
17
Properties=species:S:1:pos:R:3:forces:R:3
C -0.356024 -2.982716 0.561309 0.8 1.0 -3.8
C -1.068632 -1.688556 0.115901 -2.3 -3.8 0.9
C 1.979200 0.933691 1.458750 -0.8 2.3 1.1
C 0.812547 2.528739 -0.570001 -2.2 1.4 -0.9
C 1.875190 0.668703 0.179793 1.6 -1.5 0.6
O -0.553119 -0.653054 -0.036280 0.6 2.4 -0.5
O 1.417253 1.333423 -0.813812 0.9 -0.6 -2.4
Br 2.685222 -0.950340 -0.476113 -0.1 0.1 0.1
H 0.738978 -2.848714 0.383086 -0.8 -0.1 0.5
H -0.723098 -3.704342 -0.224801 0.3 0.2 1.2
H -2.227252 -1.922815 -0.069924 1.6 0.9 0.2
H 1.681432 1.884644 1.987121 0.2 -1.1 -1.0
H -0.579862 -3.266613 1.536595 -0.6 -0.6 1.6
H 2.391376 0.198755 2.065046 0.7 -1.1 1.0
H 0.272202 2.365769 0.369590 -0.2 1.0 -0.1
H 0.106246 2.612063 -1.437606 0.3 0.3 1.0
H 1.465238 3.422350 -0.636808 0.0 -0.6 0.6
```
Forces are in eV/Å.

## Properties
SMILES: C=C(Br)OC.CC=O
Total charge: 0
HOMO level in Eh: -0.3241
Total energy in eV: -79465.92358
Spin multiplicity: 1
Energy above the lowest of the compared OMol25 structures with the same formula, charge and spin in kJ/mol: 225.9
Orbital gap in eV: 9.70